Molecular formula: C4H5N3S
Method: DFT, wB97M-V/def2-TZVPD

Calculated total energy = -19529.57418 eV
Energy above the lowest of the compared OMol25 structures with the same formula, charge and spin = 512.0 kJ/mol

Geometry as ORCA input:
```
! wB97M-V def2-TZVPD RIJCOSX def2/J DEFGRID3
* xyz 0 1
C 0.4394 -0.0764 -0.6778
C 0.5662 0.4878 1.7612
C -0.6808 -0.2252 2.0240
C -0.8783 0.4297 -0.6632
H 2.4386 -0.1428 0.3062
H 1.2533 0.0488 2.6197
H 0.5426 1.6077 1.6455
H -1.0088 -0.7475 3.0398
H -1.0080 0.8682 -1.5924
N 1.1664 -0.1792 0.4330
N -1.7691 -0.1984 1.4415
N -1.7395 0.6684 0.3558
S 1.0936 -0.4603 -2.2685
*
```

Molecular formula: C4H5N3S
Method: DFT, wB97M-V/def2-TZVPD

Calculated total energy = -19528.27253 eV
SMILES string = C#C/C=N\S/C=N\N
Energy above the lowest of the compared OMol25 structures with the same formula, charge and spin = 637.6 kJ/mol

Geometry as ORCA input:
```
! wB97M-V def2-TZVPD RIJCOSX def2/J DEFGRID3
* xyz 0 1
C 1.7781 -1.0069 -0.0484
C -1.4192 1.1473 -0.2906
C -2.7121 0.6609 0.0979
C -3.4059 -0.3605 0.4520
H 1.6584 1.6365 -0.1770
H 3.2521 1.8575 0.4873
H 2.2822 -2.0406 -0.2252
H -1.1502 2.0572 -0.8764
H -3.9188 -1.1092 1.0777
N 2.4195 1.1519 0.4901
N 2.6214 -0.1237 0.1142
N -0.2059 0.6091 -0.4873
S -0.0884 -1.0317 -0.1482
*
```

Molecular formula: C4H5N3S
Method: DFT, wB97M-V/def2-TZVPD

Calculated total energy = -19525.35439 eV
Energy above the lowest of the compared OMol25 structures with the same formula, charge and spin = 919.2 kJ/mol

Geometry as ORCA input:
```
! wB97M-V def2-TZVPD RIJCOSX def2/J DEFGRID3
* xyz 0 1
C -1.3776 0.8985 -0.1862
C -0.0315 0.5175 -0.1210
C 1.0267 1.2927 0.0765
C 1.3602 -1.3410 0.0238
H -1.5171 2.0176 -0.2425
H 1.0243 2.2874 0.6621
H 3.1194 1.2281 0.9891
H 1.5192 -2.5255 0.6332
H -0.7895 -1.4878 0.6838
N 2.1589 0.7526 -0.1735
N 2.3966 -0.6362 0.1596
N 0.1482 -0.9455 -0.5384
S -2.6343 -0.2452 0.1489
*
```

Molecular formula: C4H5N3S
Method: DFT, wB97M-V/def2-TZVPD

Calculated total energy = -19532.96916 eV
SMILES string = Nc1cc(N=S)c[nH]1
Energy above the lowest of the compared OMol25 structures with the same formula, charge and spin = 184.5 kJ/mol

Geometry as ORCA input:
```
! wB97M-V def2-TZVPD RIJCOSX def2/J DEFGRID3
* xyz 0 1
C -0.9661 -0.1506 -0.0030
C 0.0725 -1.0240 -0.0048
C 1.2860 -0.2546 0.0024
C 0.9076 1.0907 -0.0018
H -2.7009 -0.7879 0.8083
H -2.6960 -0.7857 -0.7890
H 0.0047 -2.1048 -0.0214
H 1.5395 1.9994 0.0113
H -0.9980 1.9371 -0.0040
N -2.3800 -0.2679 0.0039
N -0.4289 1.1323 -0.0045
N 2.5159 -0.8355 0.0028
S 3.8438 0.0514 -0.0002
*
```

Molecular formula: C4H5N3S
Method: DFT, wB97M-V/def2-TZVPD

Calculated total energy = -19532.83150 eV
SMILES string = C=C1C(=S)N=CN1N
Energy above the lowest of the compared OMol25 structures with the same formula, charge and spin = 197.7 kJ/mol

Geometry as ORCA input:
```
! wB97M-V def2-TZVPD RIJCOSX def2/J DEFGRID3
* xyz 0 1
C 0.1549 -1.7491 0.0008
C -1.6452 -0.5693 -0.0051
C -0.4861 0.3759 -0.0124
C -0.4710 1.7038 -0.0102
H 2.1922 0.4271 -0.8057
H 2.1275 0.4902 0.8453
H 0.8433 -2.5762 -0.0145
H -1.4211 2.2163 -0.0120
H 0.4634 2.2787 -0.0428
N 1.9722 -0.1163 0.0262
N 0.6229 -0.4747 0.0244
N -1.1402 -1.8688 -0.0139
S -3.2129 -0.1377 0.0197
*
```

Molecular formula: C4H5N4O3
Method: DFT, wB97M-V/def2-TZVPD

Calculated total energy = -16319.06271 eV
Energy above the lowest of the compared OMol25 structures with the same formula, charge and spin = 343.4 kJ/mol

Geometry as ORCA input:
```
! wB97M-V def2-TZVPD RIJCOSX def2/J DEFGRID3
* xyz 1 1
C 2.2350 -1.0529 0.4272
C 1.4989 -1.2082 1.5550
C 0.3254 0.0965 0.1472
C -1.4835 1.3372 -0.7945
N -1.5181 1.4324 -1.9767
N 0.3561 -0.4188 1.4060
N 1.5023 -0.2773 -0.3969
N 1.7781 -1.9755 2.7699
O 2.8368 -2.5465 2.7370
O 1.0296 -1.9442 3.7216
O -2.0797 1.5390 0.2503
H 3.0945 -1.4793 -0.0367
H -1.0827 0.9936 -2.7586
H -0.5408 -0.4301 1.9312
H 1.7426 -0.2955 -1.3693
H -2.8000 2.1705 0.2552
*
```

Molecular formula: C4H5N5
Method: DFT, wB97M-V/def2-TZVPD

Calculated total energy = -11671.51465 eV
Energy above the lowest of the compared OMol25 structures with the same formula, charge and spin = 684.5 kJ/mol

Geometry as ORCA input:
```
! wB97M-V def2-TZVPD RIJCOSX def2/J DEFGRID3
* xyz 0 1
C -2.4706 0.1552 0.8595
C -2.1823 -0.6332 -1.1543
C 0.4595 0.5284 -0.0717
C 0.6034 -0.6622 0.4322
N -3.2181 -0.8690 0.8110
N -3.0612 -1.3765 -0.5096
N -1.8471 0.4408 -0.3112
N -0.7006 1.2109 -0.3489
N 0.4799 -1.9157 0.9535
H -2.5361 0.8101 1.7645
H 1.2333 1.0037 -0.5032
H -0.6405 1.8373 -1.0670
H 0.1325 -2.6400 0.3798
H 0.8179 -2.1678 1.8429
*
```

Molecular formula: C4H5NO
Method: DFT, wB97M-V/def2-TZVPD

Calculated total energy = -7765.89602 eV
SMILES string = N#CCCC=O
Energy above the lowest of the compared OMol25 structures with the same formula, charge and spin = 60.8 kJ/mol

Geometry as ORCA input:
```
! wB97M-V def2-TZVPD RIJCOSX def2/J DEFGRID3
* xyz 0 1
O 1.8088 1.4508 0.1807
C 0.6662 1.5082 0.5662
C -0.2692 0.3188 0.5197
C 0.1129 -0.6191 -0.6310
C -0.7644 -1.7893 -0.7193
N -1.4634 -2.7077 -0.7950
H 0.2607 2.4504 0.9885
H -1.3114 0.6474 0.4517
H -0.1686 -0.2039 1.4813
H 1.1482 -0.9500 -0.5113
H 0.0641 -0.0812 -1.5841
*
```